DFT (wB97M-V/def2-TZVPD) results for C43H93Cl2N11O19Tl as an isolated structure in a non-equilibrium geometry.

The geometry in XYZ format:
```
169
Properties=species:S:1:pos:R:3:forces:R:3:mulliken_charge:R:1
Tl 0.298326 -0.472114 -4.327301 -0.176 0.444 1.275 2.126
O -1.524160 -0.771292 -1.716138 2.741 1.052 2.792 -1.381
C -0.845128 -0.235062 -0.549244 -2.369 -0.532 -2.903 1.374
C 0.769881 -0.055968 -0.619660 2.920 0.459 -3.054 -0.818
O 1.435888 0.663067 -1.746673 -3.011 -2.235 3.439 0.201
H -0.951597 -0.865874 0.333276 0.292 -0.738 -0.086 -0.690
H -1.360594 0.683982 -0.270373 0.451 0.641 -0.265 0.389
H 1.292619 -0.997681 -0.452230 -0.363 -1.088 -1.373 0.197
H 1.067370 0.199143 0.397450 -0.581 2.140 0.239 -0.606
C -4.143068 -1.822537 0.626770 -0.750 -0.085 -0.368 0.967
C -4.354107 -2.672503 -0.629617 0.072 -0.515 1.084 0.585
O -5.759238 -2.793562 -0.680022 -0.439 0.147 -2.248 -0.366
C -6.335486 -2.357064 0.408581 -4.744 -0.878 2.449 0.484
O -7.543098 -2.466677 0.684162 3.812 0.579 -1.253 -0.603
O -5.438124 -1.918148 1.295487 1.703 0.455 0.021 -0.388
H -3.985326 -0.774820 0.370812 0.234 0.029 0.238 -0.207
H -3.334636 -2.261051 1.211786 -0.244 0.369 0.396 -0.377
H -4.042152 -3.696869 -0.426000 0.631 0.071 -0.378 0.226
H -3.910122 -2.250537 -1.531233 -0.242 -0.122 -0.028 -0.250
C 1.326580 -1.461238 2.900059 0.304 0.570 2.727 1.040
C 0.797103 -2.803108 2.458959 0.047 0.902 -1.269 1.362
O 1.948749 -3.381745 1.916496 2.584 -0.655 -0.890 -0.364
C 3.069055 -2.566211 2.066264 3.056 -1.682 -1.440 0.452
O 4.231879 -2.773557 1.669586 -4.006 -0.039 0.857 -0.616
O 2.751100 -1.488994 2.725461 -0.714 0.670 -0.069 -0.199
H 1.219279 -1.453124 3.984736 -0.424 0.939 -0.052 0.196
H 0.962477 -0.549622 2.426273 -0.278 -0.246 0.071 -1.175
H 0.122039 -2.592447 1.629497 -0.495 -0.613 0.016 -0.746
H 0.365610 -3.457682 3.216231 0.017 0.293 0.020 0.099
C -2.076219 -0.305857 3.089861 -1.739 -0.017 0.498 -0.293
C -1.109850 0.641489 3.694099 2.547 -0.236 -0.077 0.232
O -0.524705 0.446146 4.761842 -0.944 0.565 -1.059 -0.640
N -0.720419 1.562089 2.747609 -1.743 -1.651 0.850 0.377
C 0.460991 2.330500 2.772130 0.601 0.715 -0.596 -0.332
H -1.635375 -0.931358 2.313643 0.290 -0.224 0.391 -0.326
H -2.852126 0.260969 2.575287 -0.271 0.028 -0.021 0.416
H -2.567850 -0.859219 3.889974 0.119 -0.354 -0.287 0.427
H -1.290326 1.476544 1.918164 0.378 0.555 -0.039 -0.098
H 0.202035 3.366980 2.988378 0.540 0.142 0.194 0.462
H 0.873705 2.256493 1.766005 0.354 0.363 -0.041 -0.059
H 1.213486 1.920305 3.445622 -0.228 0.176 0.185 -0.166
C -3.805367 -0.400212 -7.172198 0.756 -0.080 0.838 -1.050
C -3.270217 -1.404224 -6.157373 0.859 1.826 -1.254 0.535
O -2.067243 -1.298315 -5.914440 0.001 -1.335 0.453 -0.596
N -4.141646 -2.285591 -5.655827 0.963 0.381 0.180 -0.091
C -3.637658 -3.370871 -4.868773 -1.128 -1.780 1.173 -0.612
H -3.077957 0.400212 -7.036901 -0.536 0.471 -0.094 0.123
H -4.829901 -0.109165 -6.940430 -0.020 0.111 -0.478 0.397
H -3.628014 -0.761908 -8.185021 -0.521 -0.210 0.039 0.338
H -5.097762 -1.962737 -5.697260 -0.017 -0.808 0.111 0.256
H -2.603496 -3.660998 -5.054340 -0.149 0.564 -0.384 0.227
H -4.271581 -4.246496 -5.008459 0.070 -0.201 -0.726 0.457
H -3.764295 -3.317218 -3.787492 0.302 1.011 0.292 -0.017
C 3.603039 2.522466 -6.125615 1.291 0.220 0.983 -1.246
C 3.422879 1.573190 -4.969327 -0.326 0.139 0.045 0.721
O 2.981878 0.446621 -5.151901 -0.825 -1.060 -0.710 -0.630
N 3.670697 1.912121 -3.685043 -0.755 -0.834 -0.755 0.304
C 3.807851 3.187498 -3.089904 0.611 0.597 0.025 -0.546
H 2.635429 2.997412 -6.287610 0.149 -0.033 -0.383 0.181
H 4.069815 2.025350 -6.975977 -0.798 -0.280 -0.101 0.379
H 4.370652 3.248598 -5.858052 -0.308 0.513 0.126 0.401
H 3.234144 1.218305 -3.095016 0.097 -0.172 0.137 -0.249
H 3.891448 2.956134 -2.028025 0.245 0.704 -0.141 0.097
H 2.991632 3.889853 -3.258974 -0.362 -0.256 0.027 0.122
H 4.693081 3.674099 -3.499398 0.243 0.121 0.479 0.400
C 4.565111 2.259342 8.716060 -0.222 -0.308 -1.263 -1.019
C 3.646526 2.312343 7.474090 1.371 -0.394 2.242 0.538
O 3.348185 3.402269 7.084198 -1.047 1.124 -1.478 -0.616
N 3.250305 1.115805 7.044611 0.597 -1.740 -0.107 -0.072
C 2.371359 0.772926 5.978425 -1.162 0.148 -0.034 -0.781
H 5.027135 1.292841 8.917311 -0.192 -0.084 0.082 0.325
H 3.913940 2.567002 9.534236 0.579 0.291 0.166 0.271
H 5.353764 2.943495 8.402907 -0.045 0.292 0.861 0.301
H 3.684031 0.323938 7.497290 -0.020 0.348 0.047 0.279
H 1.911550 -0.186164 6.216801 -0.063 -0.015 0.023 0.383
H 2.834003 0.664547 4.997452 0.131 0.375 -0.080 -0.040
H 1.558484 1.499113 5.979895 0.053 -0.031 -0.477 0.344
C -3.568531 4.742441 1.380159 1.294 0.550 -0.679 -0.611
C -4.299719 4.001649 2.423416 -3.566 -3.304 -0.749 0.819
O -5.222898 3.173861 2.132996 2.422 1.963 0.214 -0.691
N -3.890339 4.140169 3.687001 -0.164 -0.375 2.053 -0.212
C -4.493212 3.338793 4.805828 -1.146 -0.553 -1.069 -0.992
H -4.076110 5.594707 0.928358 -0.234 -0.088 0.290 0.381
H -3.296449 4.074437 0.562945 -0.388 -0.209 -0.005 -0.283
H -2.602570 5.060044 1.772775 0.003 0.408 0.065 0.318
H -3.416446 5.008230 3.891930 0.192 -0.323 0.322 0.251
H -5.132957 3.886201 5.498050 0.825 0.524 0.206 0.384
H -3.894835 2.551989 5.265172 1.026 0.947 0.294 0.310
H -5.247284 2.653573 4.418603 -0.125 0.396 -0.982 0.332
C 0.064068 4.877692 -4.284918 -0.287 0.727 1.446 -1.456
C 0.159963 3.492788 -3.651183 0.286 0.980 -1.278 0.412
O 0.427854 2.586034 -4.407483 0.742 -1.800 -0.942 -0.407
N 0.057571 3.286740 -2.339923 -0.760 0.215 1.251 1.432
C -0.573058 4.172857 -1.379827 0.303 0.533 -0.216 -1.083
H 0.866833 5.083852 -4.992860 -0.116 -0.566 -0.051 0.324
H 0.167792 5.632423 -3.505351 -0.033 0.208 0.005 0.479
H -0.901445 5.065388 -4.754665 0.040 -0.266 -0.128 0.259
H 0.334838 2.376031 -2.002552 0.144 -0.285 -0.299 -0.570
H -1.204724 4.888843 -1.905633 0.082 0.057 0.126 0.515
H 0.193888 4.705823 -0.817816 -0.156 0.209 0.064 0.124
H -1.217111 3.658306 -0.666719 0.069 -0.340 -0.150 0.040
C -2.034513 -3.943348 4.930208 -1.385 -0.259 -0.528 -0.388
C -2.365778 -5.396386 5.367633 2.521 2.289 1.968 0.531
O -2.051541 -5.683111 6.514675 -0.520 -0.309 0.015 -0.653
N -2.800112 -6.285699 4.502930 -0.053 -2.134 -1.294 -0.214
C -2.835696 -7.740936 4.844303 -0.275 0.781 -1.561 -0.949
H -1.161717 -3.486328 5.396539 0.321 -0.798 -0.125 0.360
H -2.815998 -3.262473 5.267521 -0.413 -0.208 0.002 0.409
H -2.041217 -3.882247 3.841938 0.319 0.257 -0.171 -0.242
H -2.899300 -6.127437 3.510352 0.046 0.557 0.376 0.220
H -2.188032 -8.030285 5.671892 -0.877 0.461 0.428 0.330
H -2.420678 -8.296862 4.003586 0.125 0.175 -0.300 0.313
H -3.904074 -7.949572 4.788250 0.175 -0.785 1.168 0.328
C 4.143847 -3.273584 -5.492297 1.335 0.205 -0.265 -1.557
C 3.585319 -2.846636 -4.149029 1.666 -3.362 -1.197 0.487
O 2.670698 -2.088990 -4.132628 -2.112 1.800 1.272 -0.310
N 4.060778 -3.574665 -3.067243 0.009 0.492 0.063 -0.040
C 3.524310 -3.272398 -1.753316 0.406 1.230 -0.253 -0.853
H 3.999207 -4.318147 -5.768102 -0.541 0.010 0.294 0.333
H 5.230747 -3.191751 -5.484823 0.239 0.140 0.105 0.434
H 3.816124 -2.615862 -6.297337 -0.295 -0.084 0.269 0.310
H 4.939484 -4.070323 -3.115099 -0.171 0.191 -0.380 0.256
H 2.509296 -2.973944 -2.015571 -0.395 -0.384 0.993 -0.080
H 4.000402 -2.387511 -1.330941 0.065 0.467 -0.141 0.508
H 3.730902 -3.978490 -0.949033 -0.618 -0.690 -0.584 0.347
C 5.365585 0.854600 3.691538 0.128 -0.261 -0.221 -1.305
C 4.719380 1.242862 2.383844 -1.735 1.023 0.700 0.589
O 3.755091 2.009517 2.366550 -0.005 0.357 0.378 -0.312
N 5.157823 0.725680 1.253144 1.347 -2.114 -1.133 -0.099
C 4.594174 0.873372 -0.065208 -0.537 0.356 -0.459 -0.022
H 4.829706 0.000818 4.106256 -0.390 0.203 0.145 0.238
H 5.279160 1.736298 4.326561 0.091 -0.298 0.202 0.305
H 6.387727 0.480569 3.633006 0.136 0.424 -0.281 0.434
H 5.606081 -0.170999 1.376138 0.494 0.136 -0.012 0.254
H 4.184954 -0.054660 -0.464453 0.021 -0.303 0.269 -0.123
H 5.350156 1.189868 -0.783841 0.078 0.181 0.094 0.413
H 3.766672 1.582688 -0.079341 0.168 0.162 0.247 -0.347
C -3.575762 3.021023 -4.792442 0.122 0.682 0.304 -1.467
C -2.965934 1.849489 -4.108140 -0.360 0.302 0.060 0.666
O -2.154785 1.208033 -4.709985 3.056 -1.148 -2.568 -0.452
N -3.315419 1.349120 -2.960710 -0.923 0.710 2.105 0.784
C -4.406108 1.697068 -2.102673 0.168 -1.251 0.575 -0.954
H -4.315079 2.543422 -5.435409 0.066 0.609 -0.495 0.363
H -2.716735 3.472170 -5.289064 -0.356 -0.263 -0.749 0.265
H -4.005526 3.858420 -4.242737 -0.363 -0.510 0.508 0.389
H -2.801413 0.555182 -2.606370 0.528 -0.095 -0.627 -0.272
H -4.447461 0.687169 -1.694638 -1.471 0.296 1.065 0.172
H -5.341166 1.924443 -2.614599 0.182 0.214 0.116 0.371
H -4.132345 2.377511 -1.296358 -0.313 0.318 -0.134 0.200
C 0.670520 -5.418280 -2.843025 -1.772 1.237 0.708 -1.213
C -0.151501 -4.105641 -2.639421 0.249 0.449 -0.719 0.532
O -0.218376 -3.326297 -3.590248 0.397 0.110 -0.226 -0.498
N -0.757163 -3.716821 -1.487614 0.393 -0.472 0.955 1.154
C -1.247139 -4.589892 -0.460177 0.008 -1.901 -0.209 -1.152
H 0.242642 -6.241129 -2.270350 0.203 -0.095 -0.085 0.543
H 1.686291 -5.208120 -2.508155 0.034 -0.173 -0.332 0.136
H 0.529724 -5.570880 -3.913072 0.613 -0.293 0.165 0.313
H -1.123926 -2.775828 -1.476272 -0.125 0.266 -0.603 -0.625
H -0.661467 -5.506715 -0.392965 0.709 0.293 0.189 0.403
H -2.179815 -5.069006 -0.757958 -0.674 0.533 0.171 0.452
H -1.318659 -4.191938 0.552054 0.048 0.399 -0.260 0.132
Cl 3.722527 6.929305 1.999089 -0.110 -0.799 -0.100 -0.204
C 3.555958 5.130526 1.818607 -0.866 -0.004 -1.266 -0.435
C 2.640804 4.752762 0.590979 0.032 0.147 1.396 0.513
Cl 3.385800 5.323597 -0.922766 -0.337 0.065 0.328 -0.178
H 3.154160 4.736245 2.751992 0.051 0.008 -0.179 0.277
H 4.536555 4.705077 1.605248 -0.040 0.189 0.284 0.330
H 1.608661 5.097055 0.656198 0.299 0.970 0.124 0.425
H 2.431793 3.683061 0.578149 0.980 -0.318 -0.184 -0.676
```
Forces are in eV/Å.

## Properties
**Orbital gap**: 3.2 eV
**Total charge**: +1
**Multiplicity**: 1